A structure of composition C45H56N3O6P3SiV. Source: OMol25; level of theory: the ωB97M-V functional and the def2-TZVPD basis.

Geometry as XYZ:
```
115
Properties=species:S:1:pos:R:3:mulliken_charge:R:1
V 1.1988 1.0490 -0.0303 0.95
C -5.0470 2.6084 -0.0447 -1.36
C -4.7343 1.1140 -0.1059 0.44
C -4.7752 0.5156 1.3030 -1.37
P -3.0298 0.7977 -0.8162 1.53
C -3.2353 1.0997 -2.6459 0.51
C -2.1622 0.2932 -3.3807 -1.49
C -3.0668 2.5860 -2.9673 -1.46
C -3.0684 -1.0444 -0.7805 -0.53
C -4.1354 -1.7443 -1.3518 -0.36
C -4.2436 -3.1181 -1.2230 -0.95
C -3.2720 -3.8034 -0.5018 -0.75
C -2.1945 -3.1141 0.0296 0.42
C -2.0454 -1.7235 -0.1076 0.56
Si -0.4627 -0.8315 0.5952 -0.63
C 0.6642 -2.3933 0.8075 0.55
C 0.8924 -2.9957 2.0482 -0.69
C 1.7175 -4.1007 2.1914 -0.97
C 2.3441 -4.6454 1.0818 -1.12
C 2.1543 -4.0554 -0.1574 -0.67
C 1.3320 -2.9372 -0.3094 0.63
P 1.1270 -2.0629 -1.9136 0.68
C 0.8126 -3.4073 -3.1784 0.59
C 1.8378 -4.5060 -3.4558 -1.78
C -0.5502 -4.0281 -2.8706 -1.15
C 2.8208 -1.3832 -2.3204 3.00
C 2.8651 -0.9977 -3.8052 -1.89
C 4.0897 -2.1198 -1.9001 -1.76
C -1.0070 -0.5249 2.4312 0.31
C -1.9279 -1.3351 3.1074 -0.11
C -2.2023 -1.1738 4.4562 -1.11
C -1.5423 -0.1890 5.1815 -0.93
C -0.6504 0.6469 4.5316 -0.73
C -0.3974 0.5060 3.1633 0.38
P 0.6542 1.7279 2.2817 0.58
C -0.3505 3.2802 2.4331 0.89
C -1.5243 3.1318 1.4613 -1.45
C -0.9030 3.7088 3.7917 -1.99
C 2.2344 1.8942 3.2715 1.02
C 2.6537 0.5639 3.9016 -1.57
C 2.3454 3.0315 4.2836 -1.68
H -5.9754 2.7759 0.5105 0.48
H -5.1709 3.0470 -1.0333 0.34
H -4.2475 3.1533 0.4651 0.09
H -5.4913 0.6199 -0.7255 0.41
H -3.9058 0.8308 1.8884 0.11
H -4.7703 -0.5740 1.2807 0.20
H -5.6729 0.8481 1.8334 0.51
H -4.2291 0.7682 -2.9748 0.64
H -1.1795 0.4753 -2.9376 0.11
H -2.1192 0.5900 -4.4329 0.61
H -2.3513 -0.7784 -3.3274 0.20
H -2.0945 2.9449 -2.6284 0.17
H -3.8261 3.2094 -2.4981 0.23
H -3.1207 2.7477 -4.0477 0.52
H -4.8998 -1.2043 -1.9009 0.19
H -5.0776 -3.6470 -1.6708 0.37
H -3.3414 -4.8780 -0.3717 0.37
H -1.4325 -3.6783 0.5549 0.41
H 0.4228 -2.5851 2.9347 0.33
H 1.8804 -4.5285 3.1746 0.33
H 3.0003 -5.5021 1.1824 0.34
H 2.6842 -4.4542 -1.0111 0.32
H 0.7037 -2.8228 -4.1005 0.46
H 1.8697 -5.2306 -2.6402 0.32
H 2.8422 -4.1145 -3.6064 0.32
H 1.5546 -5.0543 -4.3613 0.48
H -0.5011 -4.6226 -1.9551 0.23
H -0.8660 -4.6863 -3.6864 0.52
H -1.3187 -3.2686 -2.7214 -0.03
H 2.8254 -0.4470 -1.7593 -1.56
H 3.1981 -1.8377 -4.4207 0.31
H 3.5611 -0.1711 -3.9631 0.46
H 1.8846 -0.6892 -4.1814 0.43
H 4.2119 -3.0735 -2.4180 0.23
H 4.1085 -2.3038 -0.8273 0.37
H 4.9589 -1.4993 -2.1393 0.49
H -2.4327 -2.1246 2.5605 0.36
H -2.9196 -1.8230 4.9469 0.38
H -1.7292 -0.0664 6.2423 0.33
H -0.1474 1.4248 5.0938 0.33
H 0.3090 4.0647 2.0451 1.08
H -2.2363 2.3922 1.8442 0.40
H -1.2085 2.8009 0.4725 -0.54
H -2.0351 4.0892 1.3488 0.69
H -1.6461 2.9937 4.1490 0.34
H -1.4088 4.6711 3.6694 0.47
H -0.1440 3.8278 4.5618 0.37
H 2.9529 2.1037 2.4716 0.10
H 2.0575 0.3431 4.7898 0.36
H 3.7031 0.6208 4.2033 0.47
H 2.5579 -0.2629 3.1987 0.13
H 1.7540 2.8288 5.1802 0.27
H 2.0331 3.9922 3.8735 0.36
H 3.3885 3.1277 4.5983 0.46
O 7.3723 0.2944 0.4719 -0.69
C 6.1750 0.4471 0.3780 0.31
C 5.4770 1.4961 -0.4672 -0.17
O 6.0326 2.3129 -1.1812 -0.74
C 4.0478 1.2853 -0.2373 0.70
C 3.8422 0.1793 0.6199 0.08
O 2.6499 -0.2094 0.8887 0.49
C 5.1104 -0.3851 1.0659 -0.53
O 5.3092 -1.3272 1.8155 -0.76
O 3.0449 1.9136 -0.7227 -0.46
N 0.7546 2.4774 -3.7377 -0.32
C 0.4634 2.9880 -2.4971 0.16
O 0.3655 2.1778 -1.5499 -0.46
C 0.2487 4.3934 -2.4088 0.69
C 0.0649 5.0443 -1.1722 0.34
N -0.1079 5.6201 -0.1853 -0.77
C 0.3187 5.1754 -3.5787 -0.67
N 0.3758 5.7644 -4.5741 -0.73
H 1.1682 1.5595 -3.7100 0.10
H 1.1072 3.1098 -4.4374 0.23
```

M = 906.91 g/mol
Total energy = -125765.9704 eV
Multiplicity = 4
Total charge = -2
Relative energy (zero: lowest compared OMol25 entry of this formula, charge and spin) = 0.216 eV
<S²> = 3.77
Largest force on an atom = 0.47 eV/A
Kohn-Sham gap (alpha / beta) = 6.05 / 6.26 eV